No. 1
The following is a quantum chemistry calculation of a structure of composition C25H45Cl2PV at a distorted geometry, from OMol25.

Structure (XYZ):
```
74
Properties=species:S:1:pos:R:3:forces:R:3
V -0.132119 0.085526 0.581068 -1.0 1.2 -2.6
Cl -2.139839 0.919213 0.117691 -1.7 0.8 -0.5
Cl 1.998073 0.665273 0.728659 2.2 0.7 0.3
P 0.063496 0.257523 -2.172000 0.0 0.1 -0.1
C -1.210255 -2.273933 3.275626 -0.4 0.5 -0.1
C 1.180950 -0.961964 -4.578317 0.2 0.0 0.1
C 3.654448 -1.498445 -4.812617 0.0 -0.1 0.0
C 0.040481 -1.649809 0.013216 0.0 -1.1 -0.2
C -0.503747 1.442995 2.546786 0.9 -1.9 1.4
C 1.137192 4.780475 -3.382518 -0.1 0.0 0.0
C 0.074112 -2.656874 1.102912 0.6 -1.2 -0.1
C -1.569052 -0.305624 -2.968299 0.4 0.4 0.4
C -1.456079 -0.762934 3.303125 0.1 0.1 0.6
C -1.745090 -1.828369 -3.036665 -0.1 0.0 0.1
C 3.869277 -1.142165 -3.338831 -0.2 0.2 0.0
C -3.618499 -1.498824 -4.734239 -0.1 0.1 0.0
C 1.397157 -0.717856 -3.080153 -0.6 0.5 0.2
C 2.220580 -1.970387 -5.080284 0.0 0.2 -0.1
C -3.186778 -2.183283 -3.435600 0.1 0.0 0.0
C 0.356152 3.893347 -4.361435 0.2 -0.1 0.0
C 1.044822 2.879738 -1.687871 -0.1 0.3 0.3
C 0.602265 2.398692 -4.094686 -0.3 0.3 0.0
C 0.870072 4.389632 -1.923895 0.0 -0.2 -0.2
C 0.178630 2.071847 -2.657001 0.0 -0.7 -0.4
C -1.935827 0.359730 -4.294382 -0.2 -0.2 -0.1
C 2.803376 -0.159951 -2.816259 0.1 -0.2 0.2
C -1.247215 -2.834825 1.847253 -0.1 -0.5 1.0
C -0.329824 0.035010 2.694452 0.1 1.1 0.6
C -3.377649 0.017904 -4.689861 0.0 -0.2 0.0
H -1.948665 -2.767176 3.921771 0.1 0.0 -0.1
H 2.955227 0.018090 -1.738498 -0.1 0.0 -0.3
H 3.883125 -0.626924 -5.442000 -0.1 0.0 0.1
H -3.597362 0.452150 -5.669971 -0.1 0.0 0.0
H 2.914771 0.812543 -3.325433 0.0 -0.3 0.1
H -2.418191 -0.514870 2.821269 0.3 0.0 0.1
H 2.074988 -2.137846 -6.152148 0.1 -0.1 0.0
H 3.835910 -2.059616 -2.734357 0.0 0.1 -0.1
H 0.879585 -2.388526 1.805087 -0.2 -0.2 0.1
H -1.371557 1.856816 3.084804 0.1 0.0 -1.0
H 0.166532 -1.329019 -4.775874 0.5 0.1 0.0
H -1.509661 -2.288558 -2.067319 -0.1 0.2 -0.2
H 4.362052 -2.279646 -5.115630 0.0 0.1 0.0
H -4.079919 0.469059 -3.971829 0.2 -0.1 -0.1
H 1.533883 4.950935 -1.255663 -0.1 -0.1 -0.1
H 2.103032 2.612082 -1.822971 -0.2 0.0 0.1
H -0.161882 4.665931 -1.668749 0.1 0.0 0.0
H -2.280777 0.064241 -2.215139 0.1 -0.1 -0.1
H 0.863711 5.831163 -3.544846 0.1 -0.1 0.0
H 4.858899 -0.696640 -3.200237 0.0 -0.1 0.0
H -3.074782 -1.933816 -5.583073 0.1 0.1 0.1
H -4.682794 -1.697025 -4.926221 0.2 0.0 0.0
H -3.871572 -1.885336 -2.630117 0.1 0.0 0.0
H -1.523041 -0.419816 4.355974 -0.2 -0.2 -0.2
H 0.048522 1.790164 -4.821819 0.3 0.3 0.2
H 1.672219 2.174840 -4.220590 -0.2 0.1 0.0
H 2.213362 4.708404 -3.593123 -0.1 -0.1 0.0
H 0.798900 2.638823 -0.645211 0.1 0.1 -0.3
H -1.245927 0.013147 -5.077807 -0.3 0.2 0.0
H 0.634991 4.131431 -5.393625 -0.1 0.1 0.0
H 1.288081 -0.005376 -5.110866 0.0 -0.2 0.0
H -2.062557 -2.361079 1.301792 0.0 0.1 -0.1
H -1.048016 -2.253048 -3.773800 -0.2 -0.1 0.2
H -3.268996 -3.271381 -3.542273 -0.1 0.1 0.0
H 0.373849 2.084072 2.444275 -0.3 -0.1 -0.1
H -0.876429 2.361349 -2.517502 0.2 0.2 0.0
H 0.678790 -0.395894 2.652853 -0.3 0.2 0.6
H -1.820491 1.446271 -4.214372 -0.2 -0.2 -0.1
H -1.485527 -3.904416 1.916410 0.0 0.0 -0.1
H -0.720598 4.096268 -4.250531 0.2 0.0 -0.1
H 0.364553 -3.644463 0.694734 0.0 0.1 0.2
H -0.223570 -2.429872 3.719501 0.0 -0.3 0.0
H 2.057250 -2.928927 -4.566945 0.0 0.1 -0.1
H 1.315714 -1.684930 -2.559699 0.1 0.1 -0.1
H 0.237856 -2.093541 -0.981308 -0.2 0.3 0.6
```
Positions in Å, forces in eV/Å.

Output
Total charge ... -1
Multiplicity ... 3
HOMO energy (alpha / beta) ... -2.44 / -3.31 eV
Expectation value of S² ... 2.2750
Orbital gap (alpha / beta) ... 5.23 / 6.09 eV

No. 2
The following is a quantum chemistry calculation of a structure of composition C4H2O2, from OMol25.

Structure (XYZ):
```
8
Properties=species:S:1:pos:R:3:forces:R:3
O -0.667697 -0.145674 -2.103474 0.0 -0.1 0.2
O 0.138750 -0.542537 2.058169 0.3 0.2 -0.4
C -0.841347 -0.373994 -0.874743 -0.2 0.0 -0.2
C 0.650588 0.837925 -1.272779 0.0 -0.1 0.3
C 0.354328 0.015748 -0.213424 0.0 0.1 -0.1
C 0.791168 -0.010345 1.188023 -0.1 -0.1 0.2
H 1.758913 0.481845 1.398444 -0.1 0.0 0.0
H -1.826060 -0.622456 -0.458044 0.1 0.0 0.0
```
Positions in Å, forces in eV/Å.

Output
Multiplicity ... 1
HOMO energy ... -10.39 eV
Orbital gap ... 9.70 eV

No. 3
The following is a quantum chemistry calculation of a structure of composition C17H14BrClN3O2SeTl, from OMol25.

Structure (XYZ):
```
40
Properties=species:S:1:pos:R:3:forces:R:3
Tl -0.165033 0.095697 1.635822 0.0 0.1 0.0
Br -1.484831 1.885819 -0.733073 0.0 0.0 0.0
Se -2.169595 0.253386 3.235044 0.0 0.0 0.0
Cl 1.381221 1.889474 1.475474 0.0 0.0 0.0
O 0.832929 -1.700961 1.233825 0.0 0.0 0.1
O -1.167233 -5.190902 0.240787 0.0 0.0 0.0
N -2.203094 3.243832 3.330095 0.0 0.0 0.0
N -1.298696 -2.369291 0.415930 0.0 0.0 0.1
N -1.450651 -1.117009 -0.055838 0.0 0.1 -0.1
C -4.372614 3.267913 -1.570434 0.0 0.0 0.0
C -5.408688 3.391988 -4.144109 0.0 0.0 0.0
C -5.391592 4.528432 -3.347523 0.0 0.0 0.0
C -2.749272 0.561437 -1.203568 0.0 0.0 0.0
C -2.171335 2.093810 3.274934 0.0 0.0 0.0
C -4.912558 2.195702 -3.653134 0.0 0.0 0.0
C -3.860272 0.831513 -1.891313 0.0 0.0 0.0
C -4.881814 4.460766 -2.058972 0.0 0.0 0.0
C 0.472440 -3.710525 3.116929 0.0 0.0 0.0
C 0.096018 -2.765141 0.799023 0.0 0.0 -0.1
C -0.799522 -6.077828 2.455393 0.0 0.0 0.0
C -0.041137 -3.865338 1.840027 0.0 0.0 0.0
C -0.672510 -5.063966 1.520545 0.0 0.0 0.0
C -4.370427 2.125961 -2.369908 0.0 0.0 0.0
C -2.440351 -0.804255 -0.793510 0.0 0.0 0.0
C -0.287208 -5.899491 3.732762 0.0 0.0 0.0
C 0.349761 -4.715805 4.067137 0.0 0.0 0.0
H -4.883150 5.339239 -1.427358 0.0 0.0 0.0
H 0.990237 -2.789589 3.348372 0.0 0.0 0.0
H -1.780647 -3.094667 -0.105012 0.0 0.0 0.0
H 0.757295 -4.576776 5.059160 0.0 0.0 0.0
H -3.992893 3.219362 -0.559210 0.0 0.0 0.0
H -1.298096 -7.002647 2.185779 0.0 0.0 0.0
H -1.510163 -6.081927 0.118780 0.0 0.0 0.0
H 0.581167 -3.186085 -0.094865 0.0 0.0 0.0
H -5.813616 3.436249 -5.146503 0.0 0.0 0.0
H -5.784513 5.462493 -3.727001 0.0 0.0 0.0
H -4.933796 1.306925 -4.272573 0.0 0.0 0.0
H -4.462073 -0.035785 -2.152563 0.0 0.0 0.0
H -3.143911 -1.568633 -1.126327 0.0 0.0 0.0
H -0.386832 -6.692085 4.462559 0.0 0.0 0.0
```
Positions in Å, forces in eV/Å.

Output
Multiplicity ... 1
HOMO energy ... -8.71 eV
Orbital gap ... 7.87 eV